Formula: C3H3NO3Pd
Source: OMol25
Level of theory: wB97M-V/def2-TZVPD

Computed properties:
orbital gap (spin up / spin down): 9.11 / 6.75 eV
expectation value of S²: 2.01
max |F|: 8.43 eV/Å
2S+1: 3
charge: +2

Atoms and positions in Å:
O 0.14 -3.69 -0.51
C 0.05 -2.57 -0.23
Pd 0.00 -0.59 -0.01
C -1.57 -0.39 -1.12
C 1.93 -0.43 0.05
O -2.25 0.11 -1.91
O 2.95 0.06 -0.17
N -0.29 1.61 0.90
H -0.04 2.21 0.09
H 0.35 1.83 1.70
H -1.26 1.83 1.21



Formula: C8H20AgAlI2NO3P
Source: OMol25
Level of theory: wB97M-V/def2-TZVPD

Computed properties:
orbital gap: 7.97 eV
max |F|: 0.68 eV/Å
2S+1: 1

Atoms and positions in Å:
C 0.22 -1.99 3.58
C -0.75 -2.53 2.53
I 0.38 -3.58 0.98
C -1.65 -1.42 2.01
I -2.89 -2.13 0.38
Al -0.77 0.40 1.59
C 0.94 0.15 0.59
C 1.43 1.45 -0.09
C 2.44 1.27 -1.24
C 2.18 0.04 -2.11
C 0.74 -0.01 -2.65
N 0.64 0.38 -4.06
P -2.23 1.61 0.07
O -1.81 1.51 -1.36
O -3.81 1.20 0.21
O -2.31 3.15 0.57
H -0.21 -1.10 4.04
H 0.41 -2.73 4.35
H 1.17 -1.69 3.14
H -1.31 -3.38 2.93
H -2.43 -1.30 2.77
H -0.55 1.22 2.95
H 0.89 -0.65 -0.15
H 1.69 -0.21 1.30
H 1.87 2.09 0.67
H 0.57 2.01 -0.48
H 2.41 2.17 -1.87
H 3.46 1.21 -0.86
H 2.39 -0.85 -1.52
H 2.86 0.02 -2.96
H 0.43 -1.10 -2.64
H 0.07 0.57 -2.02
H -0.28 0.16 -4.42
H 0.72 1.39 -4.14
H -4.11 0.81 -0.62
H -2.11 3.75 -0.16
Ag -0.69 -1.88 -1.30



Formula: C2H3N3O2
Source: OMol25
Level of theory: wB97M-V/def2-TZVPD

Computed properties:
orbital gap: 9.22 eV
max |F|: 8.98 eV/Å
2S+1: 1

Atoms and positions in Å:
C -0.29 0.20 -0.10
C 1.58 -0.89 -0.13
H -3.11 0.13 0.74
H 0.70 2.03 -0.12
H 2.10 -1.75 -0.08
N -1.41 0.57 -0.14
N 0.76 0.96 0.06
N 1.98 0.28 -0.12
O -2.42 -0.47 -0.19
O 0.11 -1.06 0.08



Formula: C18H42MnN7O9
Source: OMol25
Level of theory: wB97M-V/def2-TZVPD

Computed properties:
orbital gap (spin up / spin down): 5.52 / 5.55 eV
expectation value of S²: 8.75
max |F|: 2.99 eV/Å
2S+1: 6
charge: +1

Atoms and positions in Å:
Mn -30.94 29.34 19.49
N -34.07 28.59 19.80
O -32.92 28.88 20.28
O -34.38 29.01 18.67
O -34.81 27.88 20.47
C -36.18 25.95 17.11
C -37.31 25.85 18.11
O -38.24 25.07 17.92
N -37.25 26.67 19.18
C -38.24 26.79 20.23
H -36.59 26.60 16.33
H -35.99 25.00 16.63
H -35.31 26.46 17.53
H -36.39 27.13 19.41
H -39.01 27.50 19.93
H -37.79 27.03 21.18
H -38.82 25.87 20.34
C -38.17 29.78 17.73
C -38.82 30.75 16.74
O -38.78 31.96 16.84
N -39.38 30.15 15.66
C -40.12 30.89 14.66
H -38.60 28.80 17.56
H -38.38 30.17 18.73
H -37.08 29.76 17.76
H -39.61 29.17 15.63
H -40.86 30.26 14.17
H -39.42 31.14 13.85
H -40.61 31.78 15.05
C -33.64 26.64 24.11
C -34.73 27.68 24.47
O -35.02 27.80 25.65
N -35.34 28.34 23.47
C -35.96 29.65 23.70
H -33.18 26.92 23.16
H -34.06 25.65 24.04
H -32.92 26.75 24.91
H -35.22 28.08 22.50
H -35.69 30.31 22.88
H -35.56 30.03 24.64
H -37.05 29.61 23.69
C -35.45 32.13 20.63
C -36.94 32.27 20.57
O -37.60 31.51 21.29
N -37.53 33.23 19.83
C -38.95 33.38 19.94
H -35.08 32.32 21.64
H -34.93 32.95 20.13
H -35.25 31.14 20.23
H -37.00 34.04 19.55
H -39.32 33.36 20.97
H -39.50 32.57 19.46
H -39.37 34.32 19.57
C -31.96 30.54 23.25
C -30.62 30.13 22.66
O -30.49 29.97 21.44
N -29.65 29.95 23.55
C -28.24 29.73 23.28
H -31.86 31.04 24.21
H -32.75 29.81 23.11
H -32.19 31.42 22.62
H -29.96 29.89 24.51
H -28.12 29.20 22.34
H -27.79 29.19 24.12
H -27.70 30.67 23.34
C -31.59 33.46 18.37
C -32.26 32.12 18.49
O -31.65 31.14 19.01
N -33.42 31.88 17.95
C -34.33 32.88 17.34
H -31.67 33.71 17.31
H -30.53 33.33 18.54
H -32.12 34.21 18.96
H -33.77 30.92 17.89
H -35.15 32.47 16.77
H -33.74 33.62 16.81
H -34.67 33.42 18.23



Formula: C3H8NO
Source: OMol25
Level of theory: wB97M-V/def2-TZVPD

Computed properties:
orbital gap: 5.74 eV
max |F|: 3.81 eV/Å
2S+1: 1
charge: -1

Atoms and positions in Å:
C 0.21 1.57 1.19
N 0.57 -0.09 0.74
C -0.26 -0.30 -0.45
C -0.10 -1.75 -1.00
O -0.93 -1.95 -2.04
H 0.87 1.95 1.96
H 0.03 2.38 0.47
H -0.78 1.43 1.61
H 1.04 0.87 0.49
H -1.34 -0.18 -0.27
H -0.03 0.37 -1.30
H 1.00 -1.86 -1.24
H -0.30 -2.46 -0.16



Formula: C46H52CsF9N5PS
Source: OMol25
Level of theory: wB97M-V/def2-TZVPD

Computed properties:
orbital gap: 4.56 eV
max |F|: 2.11 eV/Å
2S+1: 1
charge: -2

Atoms and positions in Å:
Cs -0.22 0.08 -0.24
C -0.35 2.22 4.12
C -0.04 3.14 2.95
N -0.78 2.82 1.73
C -0.27 3.62 0.62
C -0.88 3.24 -0.73
C -2.23 2.97 1.89
C -3.01 1.69 2.19
N -2.79 0.70 1.14
C -3.47 -0.43 1.18
C -3.25 -1.42 0.16
F -2.32 -1.13 -0.80
C -3.87 -2.64 0.10
F -3.54 -3.47 -0.92
C -4.82 -3.04 1.03
C -5.07 -2.12 2.03
F -5.99 -2.43 2.98
C -4.46 -0.89 2.12
F -4.83 -0.10 3.16
H 0.32 2.46 4.95
H -0.19 1.18 3.85
H -1.38 2.33 4.48
H 1.02 3.07 2.72
H -0.25 4.19 3.24
H 0.81 3.47 0.59
H -0.42 4.70 0.81
H -1.26 2.22 -0.67
H -0.11 3.28 -1.50
H -1.72 3.87 -1.02
H -2.64 3.37 0.96
H -2.45 3.71 2.68
H -4.06 1.99 2.28
H -2.71 1.31 3.17
H -5.31 -4.00 0.98
C -2.06 0.87 -6.73
C -1.05 -0.25 -6.67
C -0.99 -1.12 -7.76
C -0.04 -2.13 -7.84
C 0.88 -2.28 -6.81
C 0.81 -1.44 -5.71
C -0.15 -0.42 -5.61
P -0.02 0.57 -4.05
C -1.70 1.31 -3.77
C -2.60 0.34 -3.31
C -3.89 0.66 -2.89
C -4.29 1.99 -2.92
C -3.40 2.95 -3.36
C -2.11 2.65 -3.80
C -1.25 3.80 -4.28
C 1.17 1.83 -4.52
C 1.34 2.23 -5.85
C 2.18 3.26 -6.24
C 2.89 3.92 -5.21
C 2.80 3.54 -3.90
C 1.98 2.42 -3.46
C 2.00 2.03 -2.13
H -2.49 0.93 -7.73
H -1.59 1.83 -6.50
H -2.87 0.75 -6.01
H -1.69 -0.98 -8.58
H -0.01 -2.78 -8.71
H 1.64 -3.05 -6.85
H 1.52 -1.56 -4.91
H -2.27 -0.69 -3.25
H -4.55 -0.12 -2.53
H -5.27 2.27 -2.57
H -3.71 3.99 -3.38
H -1.89 4.60 -4.65
H -0.55 3.52 -5.06
H -0.65 4.21 -3.46
H 0.76 1.73 -6.62
H 2.28 3.55 -7.28
H 3.54 4.76 -5.46
H 3.37 4.06 -3.15
H 2.63 2.54 -1.41
H 1.43 1.19 -1.78
C 1.28 -3.01 2.36
N 0.10 -3.15 1.52
C -1.09 -3.24 2.34
C 0.19 -4.28 0.61
C 1.20 -4.09 -0.50
N 0.85 -3.02 -1.41
C -0.27 -3.35 -2.28
C 1.99 -2.59 -2.21
H 1.45 -3.92 2.96
H 1.15 -2.17 3.04
H 2.17 -2.82 1.77
H -1.07 -4.12 3.01
H -1.99 -3.30 1.72
H -1.18 -2.35 2.97
H -0.81 -4.43 0.18
H 0.44 -5.21 1.16
H 1.30 -5.05 -1.04
H 2.18 -3.86 -0.08
H -0.07 -4.25 -2.88
H -0.45 -2.52 -2.97
H -1.19 -3.51 -1.71
H 2.29 -3.36 -2.94
H 2.83 -2.38 -1.56
H 1.73 -1.68 -2.75
N 4.18 -0.80 1.35
C 4.14 -1.75 0.67
H 3.99 -0.07 2.05
F 1.83 3.42 8.46
C 2.23 3.04 7.23
C 2.49 3.98 6.25
F 2.33 5.28 6.53
C 2.91 3.58 4.99
F 3.13 4.56 4.10
C 3.09 2.24 4.63
S 3.57 1.76 3.02
C 2.82 1.34 5.66
F 2.95 0.02 5.44
C 2.40 1.71 6.92
F 2.15 0.78 7.86



Formula: C28H80N2O12
Source: OMol25
Level of theory: wB97M-V/def2-TZVPD

Computed properties:
orbital gap (spin up / spin down): 1.48 / 9.00 eV
expectation value of S²: 0.75
max |F|: 5.60 eV/Å
2S+1: 2
charge: -1

Atoms and positions in Å:
C -3.63 0.19 2.74
O -4.10 -0.30 4.02
H -2.56 0.40 2.71
H -3.83 -0.46 1.89
H -4.12 1.16 2.70
H -4.97 -0.69 3.88
C 2.68 3.55 0.76
O 1.45 2.96 0.90
H 2.73 4.32 1.54
H 3.46 2.79 0.84
H 2.87 4.10 -0.16
H 1.55 2.30 1.58
C 0.23 -0.04 0.05
O 0.06 -1.43 0.29
H -0.09 0.31 -0.93
H -0.29 0.57 0.79
H 1.26 0.32 0.10
H -0.88 -1.64 0.23
C 1.81 -4.45 -1.63
O 2.01 -5.30 -0.79
N 1.05 -3.42 -1.64
N 2.35 -4.55 -2.81
H 0.44 -3.17 -0.88
H 1.03 -2.86 -2.48
H 2.81 -5.42 -3.05
H 2.12 -3.83 -3.48
C 3.42 -0.63 -2.05
C 4.69 -0.35 -2.85
C 5.26 -1.66 -3.50
O 4.24 0.62 -3.77
H 3.51 -1.55 -1.48
H 2.61 -0.75 -2.77
H 3.25 0.20 -1.36
H 5.40 -0.04 -2.07
H 6.23 -1.39 -3.92
H 4.67 -1.93 -4.38
H 5.36 -2.55 -2.88
H 5.00 0.77 -4.34
C -4.21 -3.69 -0.22
C -2.96 -3.11 0.46
C -1.86 -4.10 0.59
O -2.58 -1.96 -0.25
H -4.98 -2.94 -0.41
H -4.68 -4.56 0.24
H -3.95 -4.10 -1.20
H -3.22 -2.86 1.49
H -1.04 -3.63 1.14
H -1.44 -4.33 -0.39
H -2.16 -5.02 1.08
H -3.26 -1.82 -0.91
C 2.86 0.79 4.98
C 3.21 1.31 3.52
C 4.51 0.65 3.07
O 2.21 0.88 2.63
H 1.91 1.19 5.33
H 3.61 1.21 5.65
H 2.88 -0.29 5.12
H 3.42 2.37 3.43
H 4.73 0.72 2.00
H 4.37 -0.42 3.24
H 5.30 1.00 3.72
H 2.20 -0.08 2.58
C 1.39 -2.92 4.79
C 0.54 -2.59 3.56
C -0.82 -1.94 3.88
O 1.21 -1.63 2.78
H 2.24 -3.57 4.60
H 0.75 -3.44 5.51
H 1.92 -2.09 5.26
H 0.37 -3.51 3.01
H -0.74 -1.17 4.65
H -1.52 -2.68 4.26
H -1.39 -1.48 3.07
H 0.80 -1.60 1.91
C -1.03 4.91 4.31
C -1.31 3.88 3.27
C -0.65 2.52 3.56
O -2.72 3.72 3.19
H -1.73 5.75 4.32
H -0.05 5.39 4.19
H -1.11 4.48 5.30
H -0.93 4.24 2.32
H -0.87 2.03 4.51
H 0.43 2.69 3.67
H -0.88 1.87 2.72
H -2.97 3.48 4.09
C 0.68 1.44 -4.11
C 1.40 1.28 -5.48
C 2.33 2.38 -5.86
O 2.00 0.02 -5.44
H -0.12 2.18 -4.06
H 1.30 1.85 -3.32
H 0.17 0.52 -3.84
H 0.67 1.28 -6.29
H 3.13 2.13 -6.56
H 2.83 2.72 -4.95
H 1.73 3.19 -6.26
H 2.77 0.16 -4.88
C -3.41 2.40 -0.05
C -3.04 3.88 -0.25
C -3.28 4.48 -1.67
O -3.83 4.39 0.72
H -4.50 2.29 0.04
H -2.86 1.97 0.78
H -3.18 1.88 -0.97
H -2.00 4.06 0.00
H -2.72 5.41 -1.69
H -4.33 4.70 -1.85
H -2.83 3.93 -2.50
H -3.47 4.08 1.55
C -2.16 -0.82 -3.58
C -3.25 -1.82 -3.96
C -2.78 -3.23 -3.85
O -4.28 -1.74 -3.07
H -1.21 -0.99 -4.09
H -1.99 -0.81 -2.51
H -2.48 0.16 -3.92
H -3.57 -1.57 -4.97
H -3.62 -3.91 -3.96
H -2.36 -3.33 -2.85
H -2.03 -3.43 -4.62
H -4.63 -0.85 -3.14



Formula: C32H32N6O7
Source: OMol25
Level of theory: wB97M-V/def2-TZVPD

Computed properties:
orbital gap: 7.50 eV
max |F|: 3.88 eV/Å
2S+1: 1
SMILES: CC(C)=Nc1cc2nccnc2cc1C[C@@H](C)O.O=[N+]([O-])c1ccccc1.O=[N+]([O-])c1ccccc1.O=[N+]([O-])c1ccccc1

Atoms and positions in Å:
C 1.45 0.72 -0.50
C -0.03 0.83 -1.05
C -0.16 0.65 -2.63
N -1.04 1.07 -0.29
C -2.24 0.38 -0.72
C -2.49 -1.01 -0.41
C -3.74 -1.75 -0.80
N -3.85 -3.07 -0.41
C -5.02 -3.63 -0.81
C -6.03 -2.90 -1.63
N -5.95 -1.61 -2.05
C -4.77 -1.05 -1.58
C -4.52 0.40 -1.92
C -3.33 1.11 -1.51
C -3.23 2.63 -1.88
C -4.05 3.43 -0.75
C -5.62 3.28 -0.91
O -3.58 2.93 0.51
H 1.73 -0.36 -0.38
H 1.61 1.34 0.41
H 2.15 1.13 -1.29
H 0.74 1.19 -3.07
H -1.08 1.12 -3.04
H -0.04 -0.43 -2.90
H -1.70 -1.54 0.19
H -5.24 -4.69 -0.53
H -6.95 -3.48 -1.94
H -5.31 0.95 -2.48
H -3.63 2.85 -2.91
H -2.17 3.01 -1.79
H -3.83 4.54 -0.81
H -5.90 2.33 -0.35
H -5.89 3.10 -1.99
H -6.20 4.11 -0.44
H -4.16 2.23 0.84
C 1.77 -1.90 5.22
C 2.02 -0.78 4.44
C 2.53 -0.92 3.16
C 2.79 -2.20 2.67
C 2.56 -3.32 3.45
C 2.04 -3.17 4.73
N 3.31 -2.36 1.31
O 3.53 -1.35 0.66
O 3.50 -3.49 0.90
H 1.36 -1.78 6.22
H 1.81 0.21 4.83
H 2.72 -0.04 2.56
H 2.76 -4.32 3.07
H 1.85 -4.04 5.34
C -1.38 8.23 -3.58
C -0.57 7.11 -3.70
C -1.07 5.95 -4.26
C -2.39 5.92 -4.71
C -3.21 7.04 -4.59
C -2.70 8.20 -4.02
N -2.91 4.70 -5.34
O -2.17 3.74 -5.41
O -4.06 4.73 -5.75
H -0.98 9.14 -3.14
H 0.45 7.14 -3.35
H -0.44 5.08 -4.35
H -4.23 7.02 -4.94
H -3.33 9.07 -3.93
C 8.24 -7.36 3.46
C 7.29 -7.54 4.46
C 6.41 -6.52 4.77
C 6.49 -5.32 4.08
C 7.44 -5.12 3.09
C 8.32 -6.15 2.78
N 5.55 -4.24 4.39
O 4.74 -4.44 5.28
O 5.62 -3.21 3.74
H 8.93 -8.16 3.21
H 7.24 -8.49 4.99
H 5.68 -6.67 5.55
H 7.51 -4.19 2.55
H 9.06 -6.01 2.00



Please write out number 8 again, unchanged.
Formula: C32H32N6O7
Source: OMol25
Level of theory: wB97M-V/def2-TZVPD

Computed properties:
orbital gap: 7.50 eV
max |F|: 3.88 eV/Å
2S+1: 1
SMILES: CC(C)=Nc1cc2nccnc2cc1C[C@@H](C)O.O=[N+]([O-])c1ccccc1.O=[N+]([O-])c1ccccc1.O=[N+]([O-])c1ccccc1

Atoms and positions in Å:
C 1.45 0.72 -0.50
C -0.03 0.83 -1.05
C -0.16 0.65 -2.63
N -1.04 1.07 -0.29
C -2.24 0.38 -0.72
C -2.49 -1.01 -0.41
C -3.74 -1.75 -0.80
N -3.85 -3.07 -0.41
C -5.02 -3.63 -0.81
C -6.03 -2.90 -1.63
N -5.95 -1.61 -2.05
C -4.77 -1.05 -1.58
C -4.52 0.40 -1.92
C -3.33 1.11 -1.51
C -3.23 2.63 -1.88
C -4.05 3.43 -0.75
C -5.62 3.28 -0.91
O -3.58 2.93 0.51
H 1.73 -0.36 -0.38
H 1.61 1.34 0.41
H 2.15 1.13 -1.29
H 0.74 1.19 -3.07
H -1.08 1.12 -3.04
H -0.04 -0.43 -2.90
H -1.70 -1.54 0.19
H -5.24 -4.69 -0.53
H -6.95 -3.48 -1.94
H -5.31 0.95 -2.48
H -3.63 2.85 -2.91
H -2.17 3.01 -1.79
H -3.83 4.54 -0.81
H -5.90 2.33 -0.35
H -5.89 3.10 -1.99
H -6.20 4.11 -0.44
H -4.16 2.23 0.84
C 1.77 -1.90 5.22
C 2.02 -0.78 4.44
C 2.53 -0.92 3.16
C 2.79 -2.20 2.67
C 2.56 -3.32 3.45
C 2.04 -3.17 4.73
N 3.31 -2.36 1.31
O 3.53 -1.35 0.66
O 3.50 -3.49 0.90
H 1.36 -1.78 6.22
H 1.81 0.21 4.83
H 2.72 -0.04 2.56
H 2.76 -4.32 3.07
H 1.85 -4.04 5.34
C -1.38 8.23 -3.58
C -0.57 7.11 -3.70
C -1.07 5.95 -4.26
C -2.39 5.92 -4.71
C -3.21 7.04 -4.59
C -2.70 8.20 -4.02
N -2.91 4.70 -5.34
O -2.17 3.74 -5.41
O -4.06 4.73 -5.75
H -0.98 9.14 -3.14
H 0.45 7.14 -3.35
H -0.44 5.08 -4.35
H -4.23 7.02 -4.94
H -3.33 9.07 -3.93
C 8.24 -7.36 3.46
C 7.29 -7.54 4.46
C 6.41 -6.52 4.77
C 6.49 -5.32 4.08
C 7.44 -5.12 3.09
C 8.32 -6.15 2.78
N 5.55 -4.24 4.39
O 4.74 -4.44 5.28
O 5.62 -3.21 3.74
H 8.93 -8.16 3.21
H 7.24 -8.49 4.99
H 5.68 -6.67 5.55
H 7.51 -4.19 2.55
H 9.06 -6.01 2.00



- What is the 2S+1 in the second record?
  1



- What is the 2S+1 in the third record?
  1



- What is the formula in the fourth record?
  C18H42MnN7O9